No. 1
{
  "formula": "C2H3FORh",
  "method": "ωB97M-V with the def2-TZVPD basis set",
  "e_tot_ha": -362.56160,
  "multiplicity": 6,
  "lumo_ev": [-11.9964, -14.6432],
  "s2": 8.76,
  "gap_ev": [6.8, 8.1],
  "charge": 2,
  "elements": ["H", "O", "C", "C", "Rh", "H", "H", "F"],
  "positions_angstrom": [[0.496749, 1.295252, -0.559953], [-0.366574, 0.819723, -0.452256], [-0.096904, -0.260061, 0.584784], [1.358193, -0.520810, 0.631991], [-1.828247, 1.023002, -1.520932], [-0.714059, -1.108496, 0.244919], [-0.461713, 0.151917, 1.533711], [1.612555, -1.400526, -0.462264]],
  "forces_ev_per_angstrom": [[-0.3, 0.2, -0.2], [3.1, 0.3, 1.3], [0.3, -0.3, 2.2], [-1.0, -3.4, -4.3], [-3.0, 0.6, -2.3], [0.5, 0.1, 0.2], [-0.1, 0.0, -0.2], [0.4, 2.5, 3.2]],
  "nbo_charge": [0.575, -0.703, -0.301, 0.596, 1.585, 0.264, 0.285, -0.300]
}

---

No. 2
{
  "formula": "C25H37O2Rh",
  "method": "ωB97M-V with the def2-TZVPD basis set",
  "e_tot_ha": -1235.29863,
  "multiplicity": 5,
  "lumo_ev": [0.6826, 0.1543],
  "s2": 6.05,
  "gap_ev": [4.6, 7.1],
  "charge": 0,
  "elements": ["O", "C", "C", "H", "H", "C", "H", "H", "C", "H", "H", "H", "C", "H", "H", "H", "Rh", "C", "C", "C", "H", "C", "C", "H", "H", "H", "H", "C", "C", "C", "H", "C", "C", "H", "H", "H", "H", "O", "C", "C", "H", "H", "C", "H", "H", "C", "H", "H", "H", "H", "C", "C", "C", "C", "C", "C", "H", "H", "H", "H", "H", "H", "H", "H", "H"],
  "positions_angstrom": [[-0.109781, 0.017076, -0.964095], [0.915492, -0.493962, -1.884650], [0.426565, 0.401597, -3.017353], [0.704454, -1.558960, -2.036063], [1.919477, -0.270374, -1.501022], [-0.713422, 0.802516, -2.041260], [0.104822, -0.136844, -3.922969], [1.114756, 1.236886, -3.223704], [-2.051598, 0.187501, -2.410548], [-1.965592, -0.905485, -2.433446], [-2.353986, 0.546600, -3.401736], [-2.822122, 0.485467, -1.690070], [-0.825415, 2.282362, -1.708051], [0.168854, 2.726651, -1.581134], [-1.425705, 2.430839, -0.798937], [-1.337638, 2.792397, -2.536781], [0.040325, 0.173228, 1.456837], [0.877785, 1.547020, 2.832826], [1.995646, 0.616283, 2.724274], [2.344644, 0.506717, 1.358744], [2.217613, -0.209253, 3.455025], [1.672503, 1.556894, 0.671409], [0.750570, 2.170702, 1.535702], [0.146907, 3.095839, 1.335715], [0.419933, 2.066911, 3.712057], [3.121683, -0.182539, 0.944339], [1.964459, 1.940158, -0.347565], [-1.475536, -0.471643, 3.190399], [-1.992162, 0.739997, 2.432513], [-2.319534, 0.396164, 1.116266], [-1.984435, 1.764428, 2.902379], [-2.074427, -1.014503, 0.961115], [-1.595489, -1.537557, 2.136947], [-1.302401, -2.597804, 2.394972], [-1.581539, -0.680496, 4.332321], [-2.797090, 1.082548, 0.377576], [-2.341307, -1.611206, 0.030771], [0.703306, -1.658175, -6.075026], [0.244708, -0.569176, -6.905072], [0.417616, -0.952516, -8.395934], [0.857078, 0.327363, -6.705910], [-0.795282, -0.322834, -6.643857], [1.621474, -1.914984, -8.326043], [0.563472, -0.089581, -9.059034], [-0.469336, -1.527430, -8.721024], [1.388878, -2.592419, -6.948173], [2.544111, -1.307425, -8.277113], [1.684709, -2.612010, -9.172482], [2.331191, -2.918498, -6.483507], [0.774277, -3.495403, -7.122049], [-1.215173, 0.736407, 6.591696], [0.028160, -0.000263, 6.091226], [1.285851, 0.721494, 6.591543], [-0.000952, -1.434561, 6.610861], [0.081534, -0.141704, 4.667272], [0.015056, -0.207566, 3.356188], [-1.262907, 0.780721, 7.700333], [-2.154961, 0.259276, 6.259605], [-1.239360, 1.776563, 6.223847], [1.314615, 0.741760, 7.704471], [2.178108, 0.194946, 6.210559], [1.286624, 1.755798, 6.208458], [-0.893357, -1.974530, 6.264015], [0.870800, -1.990760, 6.242136], [0.002466, -1.480639, 7.710217]],
  "forces_ev_per_angstrom": [[0.5, 0.0, -0.9], [-0.5, 0.0, 0.6], [-0.2, 0.2, 0.1], [0.5, 0.1, 0.0], [-0.2, -0.4, -0.1], [-0.2, 0.0, -0.3], [0.3, 0.4, 0.3], [-0.3, -0.4, -0.2], [-0.1, 0.2, -0.1], [-0.1, 0.2, 0.0], [0.0, -0.1, 0.1], [0.1, -0.2, -0.1], [-0.1, -0.1, -0.1], [-0.3, 0.0, 0.1], [0.3, 0.0, -0.2], [0.2, -0.1, 0.2], [1.5, 0.1, -4.3], [0.5, 3.1, 0.0], [0.9, -2.1, -0.2], [1.9, 0.2, 0.6], [0.2, 1.5, -0.7], [0.8, 0.9, -1.7], [0.5, 2.2, 0.3], [0.7, -1.2, 0.1], [0.8, -0.9, -1.0], [-0.9, 0.8, 0.5], [-0.7, -0.8, 1.1], [-1.9, -0.5, -0.1], [-1.3, 1.2, 2.5], [-0.7, -0.2, -0.8], [-0.2, -1.3, -0.7], [-1.1, -0.3, -1.8], [-0.6, -2.8, 1.9], [-0.5, 1.4, -0.7], [-2.2, -0.3, -2.2], [0.6, -0.8, 0.7], [0.6, 0.9, 1.4], [0.3, -0.1, -1.6], [0.1, 0.6, -0.2], [-0.3, -0.8, 0.5], [-0.1, -0.3, 0.1], [0.3, -0.2, -0.1], [0.1, 0.8, 0.8], [-0.1, -0.2, 0.3], [0.3, 0.4, 0.0], [0.1, -0.5, -0.5], [-0.3, -0.4, -0.1], [0.0, 0.1, 0.4], [-0.3, 0.2, 0.0], [0.0, 0.3, 0.4], [-0.9, 0.6, 0.1], [0.0, -0.5, 1.1], [0.4, 0.2, 0.3], [0.1, -0.8, 0.7], [2.4, 0.4, -2.5], [-1.5, -1.0, 6.5], [0.3, -0.1, -0.6], [0.4, 0.1, 0.0], [0.1, -0.3, 0.1], [0.0, 0.0, -0.6], [-0.3, 0.3, 0.3], [0.1, -0.3, 0.2], [0.2, 0.2, 0.0], [-0.1, 0.1, 0.1], [0.0, 0.1, -0.2]],
  "nbo_charge": [-0.589, -0.052, -0.457, 0.191, 0.185, 0.291, 0.229, 0.206, -0.633, 0.221, 0.211, 0.217, -0.635, 0.210, 0.227, 0.217, 0.682, -0.258, -0.182, -0.348, 0.261, -0.247, -0.323, 0.245, 0.256, 0.246, 0.233, -0.334, -0.308, -0.347, 0.216, -0.281, -0.348, 0.226, 0.246, 0.222, 0.232, -0.540, -0.074, -0.430, 0.164, 0.185, -0.430, 0.221, 0.201, -0.071, 0.200, 0.222, 0.187, 0.166, -0.599, -0.189, -0.583, -0.582, 0.058, -0.135, 0.214, 0.218, 0.208, 0.208, 0.213, 0.208, 0.213, 0.212, 0.201]
}

---

No. 3
{
  "formula": "C10H16Cl2Mg2O8",
  "method": "ωB97M-V with the def2-TZVPD basis set",
  "e_tot_ha": -2313.42516,
  "lumo_ev": -2.4681,
  "gap_ev": 5.0,
  "charge": 0,
  "elements": ["Mg", "Mg", "C", "C", "O", "O", "H", "H", "H", "C", "C", "O", "O", "H", "H", "H", "C", "C", "O", "O", "H", "H", "H", "C", "C", "O", "O", "H", "H", "H", "Cl", "C", "C", "Cl", "H", "H", "H", "H"],
  "positions_angstrom": [[2.771594, -0.229252, 0.449320], [-0.488241, 1.127115, -0.987664], [-2.617256, 0.925452, -4.207858], [-1.805911, 1.064914, -2.936462], [-2.013668, 0.220087, -2.027026], [-0.877667, 1.894977, -2.789875], [-2.499737, 1.709059, -4.952180], [-3.631732, 0.587193, -4.006092], [-2.240745, 0.042030, -4.737568], [-0.894290, -1.428210, 2.484381], [-0.054239, -0.785930, 1.381214], [-0.616925, -0.006061, 0.600681], [1.214921, -0.877263, 1.356867], [-1.336005, -2.386945, 2.222359], [-1.722248, -0.729860, 2.601810], [-0.328892, -1.464524, 3.412775], [-1.162320, 4.670805, -1.403732], [-0.686742, 4.073917, -0.043314], [-0.564535, 4.817332, 0.954194], [-0.555374, 2.814340, 0.147055], [-0.436631, 4.436202, -2.184123], [-1.307133, 5.744762, -1.346163], [-2.068850, 4.143019, -1.699334], [2.695572, 1.322022, -3.162641], [2.517947, 0.541448, -1.877293], [1.567972, 0.787372, -1.105664], [3.379648, -0.270284, -1.425156], [3.766074, 1.541970, -3.182340], [2.251866, 2.314144, -3.124182], [2.417866, 0.786996, -4.066439], [1.586791, -3.907799, 2.699221], [1.168578, -4.126299, 4.442639], [0.033571, -5.109440, 4.659849], [0.596523, -6.770100, 4.278719], [0.837751, -3.156876, 4.815406], [2.070746, -4.415102, 4.974753], [-0.822075, -4.834145, 4.051084], [-0.146195, -5.067075, 5.732773]],
  "forces_ev_per_angstrom": [[-2.2, -0.2, -0.7], [-0.2, 1.4, 1.1], [0.4, -0.7, -0.5], [-0.4, -0.7, -0.7], [-0.2, -0.4, 0.4], [0.4, 0.7, -1.0], [-0.3, 0.4, 0.4], [-0.2, 0.7, 0.2], [0.4, -0.1, 0.2], [0.1, 0.8, -0.4], [-0.7, 1.5, -0.2], [-0.5, -1.0, 0.3], [2.0, -0.9, 0.6], [0.4, -0.1, -0.1], [0.0, -0.1, 0.1], [0.0, -0.3, -0.1], [0.7, -1.0, 0.5], [-0.6, 1.4, 2.4], [0.0, 0.3, -1.6], [0.2, -1.6, -1.9], [0.0, 0.0, 0.0], [-0.1, -0.1, 0.2], [-0.1, 0.2, 0.0], [1.1, 0.1, 0.5], [-0.2, 0.7, -0.3], [-1.0, 0.5, 0.7], [1.6, -0.4, -0.2], [0.1, -0.3, -0.4], [-0.7, -0.4, 0.2], [-0.1, -0.1, 0.1], [0.0, -0.2, 0.5], [-0.2, 0.3, -0.3], [1.2, 0.1, 0.0], [-0.4, 0.2, 0.0], [0.1, 0.1, -0.1], [0.0, -0.1, -0.1], [-0.1, -0.3, 0.1], [-0.5, -0.2, -0.1]],
  "nbo_charge": [1.848, 1.792, -0.731, 0.767, -0.822, -0.827, 0.228, 0.241, 0.233, -0.724, 0.854, -0.769, -0.983, 0.243, 0.252, 0.218, -0.725, 0.777, -0.704, -0.943, 0.214, 0.221, 0.218, -0.732, 0.825, -0.862, -0.875, 0.239, 0.262, 0.261, -0.080, -0.369, -0.383, -0.059, 0.216, 0.225, 0.227, 0.226]
}

---

No. 4
{
  "formula": "C5H8N2O3",
  "method": "ωB97M-V with the def2-TZVPD basis set",
  "e_tot_ha": -530.42910,
  "lumo_ev": 0.6741,
  "gap_ev": 9.7,
  "charge": 0,
  "elements": ["O", "C", "C", "N", "C", "N", "C", "O", "C", "H", "H", "H", "H", "H", "H", "O", "H", "H"],
  "positions_angstrom": [[0.398301, -1.809488, -0.438211], [1.000153, -0.774392, -1.135231], [0.169240, 0.361356, -1.678064], [-1.242870, 0.387342, -1.549311], [-1.815461, 0.297143, -0.410401], [-1.202336, 0.399047, 0.816408], [0.457836, 0.854368, 0.851480], [0.698456, 1.893603, 1.442332], [1.091072, 0.567625, -0.465622], [-0.000431, -2.431882, -1.054604], [1.869908, -1.065130, -1.729043], [0.526930, 0.787141, -2.616351], [-2.907734, 0.348861, -0.362348], [-1.663440, 0.973476, 1.511947], [2.016888, 1.122641, -0.620752], [0.549832, -0.837141, 2.323368], [-0.680967, -0.761409, 2.004114], [0.734628, -0.313163, 3.110286]],
  "forces_ev_per_angstrom": [[-0.1, 0.1, 0.3], [0.0, -0.1, -0.3], [-0.3, 0.2, 0.1], [-0.4, -1.0, 0.1], [0.3, 1.4, -0.7], [3.2, -0.2, 1.2], [-2.9, 3.2, -1.3], [-0.4, -2.7, 0.0], [0.7, -1.0, 0.8], [0.0, 0.1, -0.1], [-0.2, 0.1, 0.1], [-0.1, 0.0, 0.3], [0.2, -0.3, -0.1], [-0.2, 0.1, -0.2], [-0.3, -0.1, 0.2], [-4.1, -0.1, -1.5], [4.9, 0.1, 1.0], [-0.4, 0.1, 0.2]],
  "nbo_charge": [-0.688, 0.105, -0.074, -0.461, 0.285, -0.763, 0.798, -0.570, -0.394, 0.481, 0.185, 0.220, 0.180, 0.403, 0.254, -0.957, 0.524, 0.472]
}

---

No. 5
{
  "formula": "FH3N2O",
  "method": "ωB97M-V with the def2-TZVPD basis set",
  "e_tot_ha": -286.20781,
  "lumo_ev": [0.5669, 0.5661],
  "gap_ev": [9.7, 9.7],
  "charge": 0,
  "elements": ["N", "N", "O", "F", "H", "H", "H"],
  "positions_angstrom": [[0.036723, -0.948829, -0.125539], [-0.334163, 0.261752, 0.322388], [0.495055, 1.191204, 0.471766], [1.092506, 1.934592, -0.826800], [-0.827023, -1.464022, -0.336910], [0.858288, -1.389301, 0.298827], [-1.321386, 0.414604, 0.196269]],
  "forces_ev_per_angstrom": [[-0.1, -1.6, -1.4], [0.9, 1.7, 0.9], [-0.9, -1.1, 1.6], [0.0, 0.2, -1.3], [1.3, -0.3, 0.3], [-0.9, 0.2, 0.1], [-0.2, 0.9, -0.2]],
  "nbo_charge": [-0.659, 0.003, -0.066, -0.403, 0.378, 0.398, 0.348]
}